No. 1
C33H90N6O9 | ωB97M-V/def2-TZVPD

For the energy relative to the best compared isomer or geometry (same formula, charge and spin), the calculation gives 53.4 kcal/mol. The calculated total energy is -63042.9409 eV. As for the HOMO energy: -8.3821 eV. The value obtained for the orbital gap is 8.809 eV.

Last column: Mulliken charge in e.
Atoms and positions in Å:
1 C 3.616 0.476 1.120  -1.154
2 C 4.372 0.252 -0.168  2.407
3 C 5.478 1.271 -0.435  -1.002
4 O 6.057 1.140 -1.713  -0.286
5 C 6.971 2.231 -2.037  -0.828
6 N 4.842 -1.111 -0.072  -0.689
7 H 2.905 -0.315 1.358  -0.275
8 H 3.141 1.450 1.010  0.528
9 H 4.259 0.460 2.001  0.281
10 H 3.625 0.196 -0.960  -0.997
11 H 6.324 1.188 0.246  0.448
12 H 5.058 2.272 -0.335  0.350
13 H 7.611 2.010 -2.890  0.253
14 H 7.637 2.394 -1.190  0.324
15 H 6.447 3.160 -2.263  0.331
16 H 4.936 -1.464 -1.013  0.338
17 H 4.204 -1.724 0.415  0.279
18 C 0.371 3.456 -0.103  -1.420
19 C -0.941 3.298 -0.862  2.285
20 C -1.913 4.393 -0.481  -1.241
21 O -2.136 4.414 0.908  -0.134
22 C -3.465 4.925 1.165  -0.792
23 N -0.524 3.356 -2.240  -0.600
24 H 0.999 4.329 -0.279  0.415
25 H 0.977 2.576 -0.319  0.278
26 H 0.102 3.379 0.950  0.191
27 H -1.549 2.406 -0.709  -0.778
28 H -2.825 4.171 -1.034  0.373
29 H -1.532 5.377 -0.754  0.302
30 H -3.692 4.727 2.213  0.210
31 H -4.297 4.456 0.639  0.280
32 H -3.562 6.005 1.059  0.322
33 H 0.001 4.197 -2.432  0.337
34 H 0.105 2.603 -2.478  0.054
35 C 4.775 -2.796 3.596  -1.489
36 C 3.528 -3.285 3.048  0.363
37 C 2.286 -2.521 3.702  -0.186
38 O 2.164 -2.762 5.081  -0.446
39 C 0.982 -2.230 5.626  -0.764
40 N 3.504 -3.162 1.531  -0.357
41 H 5.664 -3.315 3.237  0.387
42 H 4.814 -2.811 4.685  0.401
43 H 4.833 -1.748 3.302  0.186
44 H 3.487 -4.335 3.339  0.338
45 H 1.318 -2.701 3.234  0.215
46 H 2.500 -1.467 3.522  0.087
47 H 0.892 -1.151 5.499  0.276
48 H 0.901 -2.324 6.709  0.385
49 H 0.086 -2.735 5.266  0.306
50 H 4.057 -3.895 1.110  0.310
51 H 2.587 -3.493 1.269  0.092
52 C 4.148 -0.636 -5.119  -1.490
53 C 2.806 0.080 -5.200  0.828
54 C 2.404 0.449 -3.749  0.110
55 O 1.022 0.972 -3.725  -0.295
56 C 0.095 -0.142 -3.589  -0.084
57 N 2.983 1.315 -5.952  -0.802
58 H 4.972 0.012 -4.821  0.341
59 H 4.529 -0.970 -6.084  0.445
60 H 4.117 -1.602 -4.615  0.163
61 H 2.025 -0.429 -5.765  0.291
62 H 3.014 1.238 -3.308  0.446
63 H 2.573 -0.376 -3.056  -0.750
64 H 0.270 -0.806 -4.435  0.314
65 H -0.948 0.159 -3.686  -0.032
66 H 0.246 -0.666 -2.645  -0.106
67 H 3.006 1.173 -6.952  0.256
68 H 2.148 1.834 -5.723  0.246
69 C -0.476 -3.940 -1.388  -1.226
70 C 0.911 -3.939 -0.895  0.464
71 C 1.767 -2.852 -1.525  -0.433
72 O 1.830 -2.857 -2.935  -0.037
73 C 2.382 -4.008 -3.504  -1.040
74 N 0.870 -3.821 0.583  -0.429
75 H -0.972 -2.973 -1.301  0.001
76 H -1.069 -4.665 -0.831  0.455
77 H -0.556 -4.177 -2.449  0.463
78 H 1.348 -4.907 -1.138  0.406
79 H 2.834 -2.912 -1.306  0.415
80 H 1.394 -1.892 -1.168  -0.178
81 H 2.635 -3.788 -4.541  0.256
82 H 1.610 -4.776 -3.458  0.303
83 H 3.238 -4.372 -2.935  0.406
84 H 0.291 -3.023 0.802  -0.366
85 H 0.220 -4.528 0.896  0.347
86 C -5.133 0.304 1.731  -1.245
87 C -5.441 -1.169 1.435  0.323
88 C -5.132 -1.487 -0.039  -0.412
89 O -5.466 -2.907 -0.271  -0.446
90 C -5.061 -3.512 -1.515  -0.448
91 N -4.418 -1.851 2.267  -0.623
92 H -5.010 0.478 2.800  0.495
93 H -6.007 0.837 1.357  0.418
94 H -4.248 0.619 1.179  -0.057
95 H -6.473 -1.465 1.623  0.467
96 H -4.127 -1.207 -0.355  0.185
97 H -5.783 -0.912 -0.697  0.454
98 H -5.159 -2.814 -2.347  0.300
99 H -5.490 -4.494 -1.712  0.285
100 H -3.980 -3.634 -1.447  -0.007
101 H -4.657 -1.728 3.241  0.216
102 H -4.732 -2.809 2.204  0.255
103 C -3.614 1.847 -4.299  -1.439
104 C -4.518 1.076 -3.389  0.710
105 C -4.444 1.475 -1.896  -0.299
106 O -5.813 1.490 -3.704  -0.598
107 H -3.576 1.418 -5.300  0.370
108 H -2.593 1.899 -3.923  0.149
109 H -3.959 2.878 -4.375  0.412
110 H -4.377 0.005 -3.538  0.178
111 H -4.498 2.547 -1.703  0.312
112 H -3.598 1.005 -1.394  -0.391
113 H -5.291 1.085 -1.332  0.264
114 H -6.359 0.874 -3.210  0.353
115 C -0.368 4.702 4.947  -1.112
116 C -1.690 4.045 5.485  0.244
117 C -2.129 2.813 4.668  -0.549
118 O -1.496 3.663 6.810  -0.579
119 H -0.458 5.044 3.915  0.243
120 H 0.416 3.947 5.004  0.297
121 H -0.089 5.560 5.559  0.334
122 H -2.510 4.762 5.530  0.321
123 H -1.804 1.884 5.136  0.377
124 H -1.757 2.784 3.644  -0.071
125 H -3.213 2.858 4.568  0.192
126 H -0.832 2.972 6.857  0.346
127 C -1.184 -0.242 0.411  0.162
128 C -0.773 -1.034 1.627  2.451
129 C -1.274 -0.431 2.919  -1.163
130 O -1.432 -2.303 1.584  -0.626
131 H -0.575 0.661 0.394  0.228
132 H -2.237 0.022 0.310  -0.953
133 H -0.857 -0.757 -0.492  -0.383
134 H 0.314 -1.103 1.594  -0.799
135 H -2.364 -0.406 2.935  0.103
136 H -0.982 0.584 3.190  0.175
137 H -1.018 -1.093 3.746  0.117
138 H -2.375 -2.181 1.717  0.281

No. 2
C4H7N2 | ωB97M-V/def2-TZVPD

For the energy relative to the best compared isomer or geometry (same formula, charge and spin), the calculation gives 168.2 kcal/mol. The charge is +1. The calculated total energy is -7228.4426 eV. As for the HOMO energy: -14.3823 eV. The value obtained for the orbital gap is 9.370 eV.

Last column: natural (NBO) charge in e.
Atoms and positions in Å:
1 C -0.020 0.358 0.593  0.071
2 C 2.979 0.298 0.763  -0.242
3 C -1.993 -0.972 -0.533  -0.034
4 C 2.683 0.302 -0.435  -0.254
5 N -1.964 0.447 -0.861  -0.363
6 N -1.035 -0.100 -0.075  -0.101
7 H 0.692 -0.237 1.030  0.253
8 H -0.023 1.474 0.684  0.245
9 H 3.327 0.578 1.808  0.280
10 H -2.653 1.104 -0.553  0.410
11 H -2.655 -1.455 0.291  0.242
12 H -1.852 -1.677 -1.323  0.243
13 H 2.513 -0.121 -1.388  0.249